Record 1
DFT (ωB97M-V with the def2-TZVPD basis set) results for a molecular structure, C25H31HgN7S3.

XYZ file:
```
67
Properties=species:S:1:pos:R:3:forces:R:3
Hg 0.806729 -0.776359 0.338444 0.114 -0.122 -0.071
C -1.239339 -1.130015 -2.576052 0.062 0.171 -0.114
N 0.143056 -1.486062 -2.328848 -0.084 -0.199 0.151
C 0.543047 -2.837577 -2.668424 -0.006 0.002 -0.027
C 1.489954 -3.428699 -1.661958 0.035 0.038 0.044
N 1.669959 -3.004556 -0.442209 -0.053 0.194 0.052
C 2.607497 -3.857916 0.131907 -0.047 -0.013 -0.004
C 3.171493 -3.847981 1.404288 -0.002 -0.020 0.011
C 4.084004 -4.840039 1.702051 -0.005 0.011 0.002
C 4.434745 -5.819619 0.760240 -0.002 0.001 -0.008
C 3.887288 -5.835391 -0.507735 0.006 0.000 -0.006
C 2.969252 -4.833605 -0.798214 0.014 0.007 -0.001
N 2.240595 -4.527605 -1.938716 -0.016 0.025 0.010
C -1.893988 -0.428811 -1.419591 -0.066 0.034 0.011
N -1.605156 -0.584326 -0.155219 0.049 -0.094 -0.073
C -2.545861 0.170592 0.541544 -0.038 -0.058 0.022
C -2.738578 0.331664 1.911308 -0.017 0.018 -0.004
C -3.787365 1.133810 2.321310 -0.006 -0.003 -0.012
C -4.632788 1.765392 1.396421 -0.007 -0.009 0.002
C -4.462478 1.599935 0.033919 0.007 0.030 -0.024
C -3.410883 0.785575 -0.367055 0.045 0.004 -0.022
N -2.973534 0.369001 -1.612426 -0.021 0.028 0.030
H -1.816217 -2.038873 -2.763294 -0.010 -0.004 0.011
H -1.359257 -0.505934 -3.469307 0.014 0.004 0.006
H 0.783598 -0.783951 -2.672586 0.002 -0.001 -0.018
H 0.995891 -2.916262 -3.664108 0.010 0.006 -0.001
H -0.347153 -3.471125 -2.685447 -0.001 0.001 -0.002
H 2.902957 -3.087184 2.125839 -0.008 0.009 0.006
H 4.542781 -4.866003 2.681124 0.003 -0.001 -0.002
H 5.153987 -6.579239 1.034447 0.001 0.000 -0.002
H 4.163898 -6.588864 -1.232839 0.000 -0.004 0.004
H 2.267685 -5.016754 -2.816561 0.003 -0.006 -0.006
H -2.101785 -0.174160 2.621546 0.013 -0.022 0.023
H -3.970916 1.268827 3.379020 -0.001 0.008 -0.003
H -5.444411 2.382580 1.757667 0.000 0.001 0.000
H -5.122170 2.072979 -0.681477 -0.011 0.001 0.007
H -3.285097 0.726002 -2.499301 -0.023 -0.023 -0.006
C -0.388518 4.296763 -2.807785 0.006 0.008 0.033
C 0.508097 3.206096 -3.387830 0.031 -0.007 -0.013
S 1.010916 1.856028 -2.301074 -0.040 -0.033 0.011
C 2.018684 2.639181 -1.022741 -0.006 -0.021 -0.016
C 1.293051 3.419075 0.077162 -0.004 0.001 0.002
S -0.073256 2.478477 0.805549 -0.026 -0.003 -0.007
C -1.429613 3.676872 0.904745 0.034 0.017 0.063
C -1.706622 4.549355 -0.315825 -0.015 -0.038 -0.006
S -1.851791 3.695022 -1.911380 -0.009 0.004 -0.012
H -0.727764 4.926356 -3.631112 0.003 0.005 -0.002
H 0.179054 4.939644 -2.138359 -0.006 0.004 -0.003
H 1.394303 3.671045 -3.825217 -0.011 0.004 -0.009
H -0.011039 2.694481 -4.200929 0.008 -0.007 -0.005
H 2.767261 3.278728 -1.494402 0.007 0.003 0.006
H 2.551764 1.797713 -0.575098 0.018 0.010 -0.009
H 0.891055 4.352177 -0.307064 0.007 -0.007 0.002
H 2.017939 3.676830 0.849900 0.000 0.011 -0.001
H -1.285035 4.331187 1.767110 -0.005 -0.003 -0.010
H -2.294336 3.047388 1.116850 -0.004 0.000 0.003
H -0.958761 5.333309 -0.426063 -0.006 0.010 0.000
H -2.653875 5.059544 -0.136181 0.004 0.011 -0.007
N 0.353226 0.253750 3.463917 0.005 -0.031 0.006
C 0.306005 0.095701 4.797863 0.004 -0.008 0.019
C 0.256617 -1.258326 5.041656 -0.014 0.032 -0.001
C 0.272416 -1.847356 3.768690 -0.009 -0.005 -0.003
N 0.325047 -0.922494 2.819601 0.034 0.031 -0.026
H 0.344686 1.112000 2.924230 0.032 0.001 -0.004
H 0.315671 0.941243 5.464321 -0.010 0.000 0.000
H 0.213997 -1.747859 5.998019 0.002 -0.004 -0.001
H 0.239381 -2.891378 3.501739 0.016 0.001 -0.002
```
Positions in Å, forces in eV/Å.

Its multiplicity is 2. The LUMO energy (alpha / beta) is -1.79 / -3.35 eV. As for the net charge: +1. The value obtained for the HOMO-LUMO gap (alpha / beta) is 0.28028 / 0.27388 hartree. The calculation puts the energy relative to the best compared isomer or geometry (same formula, charge and spin) at 0.000 eV. For the largest force on an atom, the calculation gives 0.005 Eh/bohr.

Record 2
DFT (ωB97M-V with the def2-TZVPD basis set) results for a molecular structure, C25H31IN6PrSb at a distorted geometry.

XYZ file:
```
65
Properties=species:S:1:pos:R:3:forces:R:3
Pr -0.067040 -0.025489 0.197689 0.247 -0.442 -0.192
C -3.456740 -0.222189 -0.026811 0.070 -0.269 0.004
C -3.101140 -1.678789 0.112989 -0.002 0.077 -0.028
C -4.073140 -2.668989 0.083489 0.191 -0.096 0.033
C -3.689340 -4.000089 0.156789 0.050 0.249 -0.036
C -2.337140 -4.287189 0.275089 0.129 0.124 0.026
C -1.422740 -3.246389 0.300389 0.759 -0.514 0.099
N -1.785240 -1.955989 0.213689 -0.176 0.110 -0.039
Sb 0.709160 -3.832589 0.405189 -0.417 0.929 -0.084
C 1.010960 -2.420489 2.123389 0.040 -0.613 -0.652
C 1.615060 -2.983189 3.238889 0.048 0.018 -0.347
C 1.466760 -2.370989 4.478889 -0.227 0.222 0.010
C 0.654560 -1.252689 4.572989 -0.001 -0.081 -0.277
C 0.080660 -0.732689 3.419489 -0.077 0.065 0.022
C -0.884340 0.418511 3.481089 0.147 -0.068 -0.129
N 0.293460 -1.282389 2.205389 0.079 0.063 0.720
C 0.995360 -2.656289 -1.480311 0.098 -0.518 0.708
C 1.543960 -3.384489 -2.527911 -0.017 0.085 0.221
C 1.547760 -2.841589 -3.805811 -0.135 0.178 0.043
C 0.969660 -1.594789 -4.008111 0.010 -0.073 0.230
C 0.442960 -0.917789 -2.919011 -0.015 0.176 -0.035
C -0.242140 0.418411 -3.041911 0.050 -0.112 0.105
N 0.472360 -1.434789 -1.672611 0.051 -0.076 -0.585
H -4.523740 -0.078389 0.132689 0.046 0.188 0.050
H -2.916340 0.384411 0.723589 -0.181 -0.010 -0.160
H -3.233540 0.103211 -1.050311 0.013 0.170 0.096
H -5.116040 -2.408089 0.000089 -0.102 0.094 -0.016
H -4.420040 -4.793689 0.112589 -0.093 -0.047 0.044
H -1.992740 -5.309789 0.347189 -0.046 -0.047 -0.013
H 2.180860 -3.901989 3.148389 -0.011 0.005 0.002
H 1.925660 -2.781689 5.367289 0.059 -0.073 0.006
H 0.440160 -0.803889 5.529389 0.005 0.105 0.123
H -0.466940 1.257711 4.037889 -0.039 0.088 -0.124
H -1.178940 0.748311 2.457489 -0.061 0.019 0.607
H -1.784640 0.101111 4.012589 -0.085 0.063 -0.179
H 1.954660 -4.368989 -2.344811 0.034 -0.004 -0.047
H 1.980960 -3.382489 -4.632611 0.029 -0.094 -0.113
H 0.924160 -1.164289 -4.996411 -0.002 0.092 -0.068
H -0.028940 0.880911 -4.005511 0.017 0.111 0.149
H -1.328740 0.263611 -2.990711 0.126 0.181 0.075
H 0.097960 1.116811 -2.240711 -0.172 -0.129 -0.513
N -1.486040 6.534911 -1.014011 0.122 0.498 -0.179
C -1.947040 5.233111 -0.457611 -0.204 -0.930 0.344
C -0.915240 4.091411 -0.625011 0.119 0.259 -0.151
N -1.358640 2.838411 0.025989 -0.370 0.108 0.148
H -2.233940 7.244311 -0.937111 0.224 -0.140 -0.022
H -1.238940 6.474011 -2.012911 -0.034 0.052 0.229
H -0.668840 6.905111 -0.505911 -0.187 -0.035 -0.188
H -2.881740 4.965911 -0.960211 0.113 0.174 0.034
H -2.166540 5.383011 0.603689 0.015 0.133 -0.159
H 0.040660 4.380311 -0.180011 -0.002 -0.030 -0.126
H -0.762440 3.887911 -1.688111 0.093 0.055 0.073
H -2.310840 2.656911 -0.306011 0.166 -0.122 0.207
H -1.446840 3.046911 1.026789 -0.104 -0.214 -0.252
I 1.858060 2.151611 1.778889 0.641 -0.167 -0.128
C 3.259660 1.071911 0.545089 -0.639 0.198 0.146
C 4.615060 1.221111 0.711289 0.027 -0.029 0.077
C 5.436260 0.502111 -0.156311 -0.191 0.054 -0.038
C 4.848760 -0.254589 -1.157911 -0.084 0.023 0.078
C 3.466960 -0.314089 -1.231111 -0.032 -0.168 -0.259
N 2.649660 0.317311 -0.371111 -0.134 0.174 0.312
H 5.040360 1.855911 1.473989 -0.068 0.033 0.074
H 6.510460 0.562711 -0.049911 0.051 0.003 -0.039
H 5.446760 -0.795289 -1.876811 0.018 -0.007 -0.023
H 2.986960 -0.870789 -2.026711 0.021 -0.073 0.102
```
Positions in Å, forces in eV/Å.

Its multiplicity is 3. The LUMO energy (alpha / beta) is -11.27 / -10.81 eV. As for the net charge: +4. The value obtained for the HOMO-LUMO gap (alpha / beta) is 0.30490 / 0.32170 hartree. For the largest force on an atom, the calculation gives 0.020 Eh/bohr.